# 1
Computed, not measured: a structure of composition C20H23CoN3O6P, with ωB97M-V/def2-TZVPD.

CARTESIAN COORDINATES (ANGSTROEM)
Co  0.2491  0.1465  0.0757
C  4.3161  0.8264  -1.1924
C  2.9071  1.0022  -0.7075
N  2.3138  0.1292  0.0332
O  3.0032  -1.0134  0.3844
C  2.1372  2.1862  -0.9881
C  2.7519  3.3935  -1.6477
N  0.9044  2.1555  -0.5646
O  0.1082  3.1499  -0.6290
H  4.5359  -0.2402  -1.2485
H  5.0105  1.2921  -0.4908
H  4.4542  1.2861  -2.1682
H  2.3357  -1.5342  0.8646
H  3.6742  3.6897  -1.1461
H  2.0352  4.2115  -1.5865
H  2.9713  3.2038  -2.7015
O  1.3387  -2.9367  -2.5864
C  0.9041  -1.9197  -2.0714
O  0.5438  -1.7641  -0.8719
C  0.7286  -0.6448  -2.9677
P  -0.6093  0.2725  -2.1193
C  -2.0089  -0.7163  -2.7633
C  -2.5139  -1.7423  -1.9731
C  -3.4995  -2.5787  -2.4663
C  -3.9970  -2.3866  -3.7452
C  -3.5122  -1.3514  -4.5293
C  -2.5207  -0.5200  -4.0422
C  -0.8249  1.7981  -3.0856
C  -1.9044  2.6039  -2.7302
C  -2.0807  3.8413  -3.3120
C  -1.1728  4.2961  -4.2573
C  -0.0962  3.5006  -4.6126
C  0.0884  2.2618  -4.0236
H  0.4930  -0.9072  -4.0045
H  1.6498  -0.0566  -2.9330
H  -2.1075  -1.8874  -0.9805
H  -3.8751  -3.3911  -1.8593
H  -4.7672  -3.0382  -4.1344
H  -3.8948  -1.2002  -5.5303
H  -2.1316  0.2821  -4.6555
H  -2.5881  2.2427  -1.9721
H  -2.9119  4.4657  -3.0151
H  -1.2974  5.2747  -4.7036
H  0.6159  3.8514  -5.3474
H  0.9421  1.6531  -4.2929
N  -1.3079  1.4018  1.0427
C  -0.8604  1.6246  2.4149
C  -0.2215  0.3032  2.9787
O  -0.2871  0.0917  4.1814
O  0.3310  -0.4144  2.1025
H  -1.2747  2.2680  0.4998
H  -2.2554  1.0370  1.0328
H  -1.6666  1.9668  3.0760
H  -0.0552  2.3658  2.4041

Calculated values
Net charge: -1
Spin multiplicity: 4
Total energy in a.u.: -3115.831288
E_HOMO (alpha / beta) in eV: -4.87 / -4.87
Energy above the lowest of the compared OMol25 structures with the same formula, charge and spin in kJ/mol: 0.0
LUMO level (alpha / beta) in eV: 2.70 / 2.69
⟨S²⟩: 3.762

---

# 2
Computed, not measured: the molecule C20H23FN2O, with ωB97M-V/def2-TZVPD.

CARTESIAN COORDINATES (ANGSTROEM)
O  0.9234  1.5166  -2.9155
C  0.2004  1.6264  -1.9441
N  -1.1261  1.3407  -2.0165
C  -2.0549  1.2684  -0.9165
H  -1.6317  1.7113  -0.0178
H  -2.9597  1.8261  -1.1855
C  -2.4365  -0.1976  -0.6456
N  -1.2557  -0.8925  -0.1881
C  -1.2662  -2.1696  0.3304
C  -2.4060  -2.7546  0.8876
C  -2.3459  -4.0108  1.4604
C  -1.1440  -4.6913  1.4781
C  0.0028  -4.1411  0.9348
C  -0.0653  -2.8881  0.3636
H  0.8234  -2.4486  -0.0667
H  0.9285  -4.6939  0.9587
F  -1.0881  -5.9249  2.0354
H  -3.2251  -4.4647  1.8896
H  -3.3487  -2.2317  0.8798
H  -0.4354  -0.6880  -0.7428
C  -3.0351  -0.8090  -1.9251
C  -2.0748  -0.6384  -3.1009
C  -1.6798  0.8296  -3.2566
H  -0.9202  0.9480  -4.0306
H  -2.5588  1.4290  -3.5187
H  -2.5440  -0.9882  -4.0209
H  -1.1771  -1.2379  -2.9371
H  -3.2406  -1.8682  -1.7601
H  -3.9806  -0.3089  -2.1452
H  -3.1804  -0.2165  0.1577
C  0.7216  2.1140  -0.5999
H  0.5414  1.3601  0.1700
C  2.2243  2.4064  -0.6784
C  2.7338  2.8705  0.6549
C  3.0766  1.9492  1.6369
C  3.5139  2.3708  2.8796
C  3.6123  3.7234  3.1584
C  3.2712  4.6497  2.1880
C  2.8331  4.2246  0.9461
H  2.5709  4.9517  0.1904
H  3.3476  5.7066  2.3988
H  3.9554  4.0540  4.1276
H  3.7802  1.6426  3.6320
H  3.0063  0.8917  1.4229
H  2.3976  3.1653  -1.4421
H  2.7428  1.4980  -0.9898
H  0.1880  3.0255  -0.3191

Calculated values
Total energy in a.u.: -1060.567703
E_HOMO in eV: -7.89
Energy above the lowest of the compared OMol25 structures with the same formula, charge and spin in kJ/mol: 1.4
LUMO level in eV: 0.66
SMILES: O=C(CCc1ccccc1)N1CCC[C@@H](Nc2ccc(F)cc2)C1

---

# 3
Computed, not measured: the molecule C20H23N3O3, with ωB97M-V/def2-TZVPD.

CARTESIAN COORDINATES (ANGSTROEM)
C  4.3092  1.1987  2.3954
C  5.1817  0.4689  1.7287
C  4.8837  -0.3078  0.4741
N  3.5216  -0.2029  0.0347
C  2.9936  0.8450  -0.6948
C  3.5821  1.9700  -1.2357
C  2.7666  2.8373  -1.9502
C  1.4126  2.5858  -2.1122
C  0.8127  1.4603  -1.5634
C  1.6178  0.5939  -0.8502
N  1.3426  -0.5816  -0.1856
C  2.5033  -1.0859  0.3519
N  2.5231  -2.1921  0.9871
H  3.4199  -2.4565  1.3712
C  0.0531  -1.1986  -0.0128
H  -0.0706  -1.4590  1.0441
H  -0.7004  -0.4658  -0.3010
C  -0.0892  -2.4780  -0.8565
O  0.4849  -3.5890  -0.2245
H  1.2729  -3.2782  0.2769
H  0.3975  -2.2909  -1.8310
C  -1.5642  -2.8467  -1.1189
H  -2.0115  -3.2043  -0.1885
H  -1.5752  -3.6743  -1.8339
O  -2.3053  -1.8079  -1.7126
C  -3.0666  -0.9615  -0.9531
C  -3.2416  -1.0176  0.4220
C  -4.0632  -0.1052  1.0694
C  -4.7214  0.8846  0.3558
C  -4.5379  0.9487  -1.0272
C  -3.7269  0.0424  -1.6683
H  -3.5874  0.0842  -2.7368
H  -5.0488  1.7218  -1.5783
O  -5.5501  1.8269  0.8960
C  -5.7980  1.7818  2.2789
H  -6.4943  2.5942  2.4809
H  -6.2558  0.8321  2.5753
H  -4.8823  1.9395  2.8588
H  -4.1723  -0.1881  2.1392
H  -2.7454  -1.7642  1.0213
H  -0.2413  1.2733  -1.6975
H  0.8087  3.2793  -2.6768
H  3.1985  3.7243  -2.3875
H  4.6332  2.1747  -1.1060
H  5.5398  0.0417  -0.3323
H  5.1158  -1.3669  0.6429
H  6.2073  0.3841  2.0619
H  4.5841  1.7319  3.2884
H  3.2835  1.2974  2.0805

Calculated values
Total energy in a.u.: -1165.888264
E_HOMO in eV: -7.76
Energy above the lowest of the compared OMol25 structures with the same formula, charge and spin in kJ/mol: 262.2
LUMO level in eV: 0.74
SMILES: [H]/N=c1\n(CC=C)c2ccccc2n1C[C@@H](O)COc1ccc(OC)cc1

---

# 4
Computed, not measured: the molecule C20H23N3O3, with ωB97M-V/def2-TZVPD.

CARTESIAN COORDINATES (ANGSTROEM)
C  -0.6331  -1.8353  0.0339
H  -0.6539  -0.9282  0.6460
H  -0.6920  -2.7077  0.6938
H  0.2967  -1.8735  -0.5319
O  -1.6841  -1.8429  -0.9103
C  -2.9369  -1.7392  -0.3082
C  -3.6345  -2.9028  -0.0386
C  -4.8587  -2.8655  0.6063
C  -5.3719  -1.6442  1.0012
C  -4.6932  -0.4733  0.7203
C  -3.4733  -0.4836  0.0389
N  -2.7779  0.6825  -0.2365
C  -3.1250  1.9125  0.4408
H  -3.1699  1.7078  1.5132
C  -2.0308  2.9580  0.1527
N  -0.7742  2.3037  -0.1332
C  0.1430  2.1762  0.8602
O  -0.0310  2.6554  1.9664
C  1.4096  1.4672  0.5094
C  2.1894  1.8615  -0.5735
C  3.3929  1.2371  -0.8279
C  3.8398  0.1977  -0.0114
C  3.0676  -0.1905  1.0803
C  1.8735  0.4533  1.3399
H  1.2868  0.1692  2.2001
H  3.4115  -0.9845  1.7209
N  5.0631  -0.3967  -0.3277
C  5.6914  -1.4533  0.2730
O  5.2474  -2.0739  1.2089
C  7.0239  -1.7663  -0.3779
H  6.8818  -2.0186  -1.4269
H  7.6869  -0.9063  -0.3090
H  7.4793  -2.6093  0.1329
H  5.5388  0.0229  -1.1150
H  3.9975  1.5572  -1.6657
H  1.8623  2.6726  -1.2070
C  -0.7923  1.5289  -1.3543
H  -0.5553  2.1699  -2.2136
C  -2.1934  0.9130  -1.5371
H  -2.1170  -0.0248  -2.0827
H  -2.8349  1.5972  -2.1148
H  -0.0424  0.7405  -1.2908
H  -2.2987  3.5735  -0.7115
H  -1.8856  3.6024  1.0203
H  -4.0988  2.3136  0.1145
H  -5.1260  0.4657  1.0263
H  -6.3155  -1.5959  1.5243
H  -5.3925  -3.7802  0.8121
H  -3.1904  -3.8428  -0.3310

Calculated values
Total energy in a.u.: -1165.929439
E_HOMO in eV: -7.83
Energy above the lowest of the compared OMol25 structures with the same formula, charge and spin in kJ/mol: 154.1
LUMO level in eV: 0.55
SMILES: COc1ccccc1N1CCN(C(=O)c2ccc(NC(C)=O)cc2)CC1

---

Please write out number 4 again, unchanged.
Computed, not measured: the molecule C20H23N3O3, with ωB97M-V/def2-TZVPD.

CARTESIAN COORDINATES (ANGSTROEM)
C  -0.6331  -1.8353  0.0339
H  -0.6539  -0.9282  0.6460
H  -0.6920  -2.7077  0.6938
H  0.2967  -1.8735  -0.5319
O  -1.6841  -1.8429  -0.9103
C  -2.9369  -1.7392  -0.3082
C  -3.6345  -2.9028  -0.0386
C  -4.8587  -2.8655  0.6063
C  -5.3719  -1.6442  1.0012
C  -4.6932  -0.4733  0.7203
C  -3.4733  -0.4836  0.0389
N  -2.7779  0.6825  -0.2365
C  -3.1250  1.9125  0.4408
H  -3.1699  1.7078  1.5132
C  -2.0308  2.9580  0.1527
N  -0.7742  2.3037  -0.1332
C  0.1430  2.1762  0.8602
O  -0.0310  2.6554  1.9664
C  1.4096  1.4672  0.5094
C  2.1894  1.8615  -0.5735
C  3.3929  1.2371  -0.8279
C  3.8398  0.1977  -0.0114
C  3.0676  -0.1905  1.0803
C  1.8735  0.4533  1.3399
H  1.2868  0.1692  2.2001
H  3.4115  -0.9845  1.7209
N  5.0631  -0.3967  -0.3277
C  5.6914  -1.4533  0.2730
O  5.2474  -2.0739  1.2089
C  7.0239  -1.7663  -0.3779
H  6.8818  -2.0186  -1.4269
H  7.6869  -0.9063  -0.3090
H  7.4793  -2.6093  0.1329
H  5.5388  0.0229  -1.1150
H  3.9975  1.5572  -1.6657
H  1.8623  2.6726  -1.2070
C  -0.7923  1.5289  -1.3543
H  -0.5553  2.1699  -2.2136
C  -2.1934  0.9130  -1.5371
H  -2.1170  -0.0248  -2.0827
H  -2.8349  1.5972  -2.1148
H  -0.0424  0.7405  -1.2908
H  -2.2987  3.5735  -0.7115
H  -1.8856  3.6024  1.0203
H  -4.0988  2.3136  0.1145
H  -5.1260  0.4657  1.0263
H  -6.3155  -1.5959  1.5243
H  -5.3925  -3.7802  0.8121
H  -3.1904  -3.8428  -0.3310

Calculated values
Total energy in a.u.: -1165.929439
E_HOMO in eV: -7.83
Energy above the lowest of the compared OMol25 structures with the same formula, charge and spin in kJ/mol: 154.1
LUMO level in eV: 0.55
SMILES: COc1ccccc1N1CCN(C(=O)c2ccc(NC(C)=O)cc2)CC1

---

> Which value of energy above the lowest of the compared OMol25 structures with the same formula, charge and spin does entry 4 give?

154.1 kJ/mol